(1)
DFT (the ωB97M-V functional and the def2-TZVPD basis) results for the molecule C4H6O at a distorted geometry.

Element x y z (Å)
C  2.30  -0.38  0.12
C  1.19  0.35  -0.16
O  0.00  -0.33  -0.23
C  -1.15  0.34  0.01
C  -2.33  -0.35  0.00
H  3.23  0.14  0.09
H  2.33  -1.47  0.18
H  1.19  1.51  -0.38
H  -1.05  1.41  0.30
H  -2.42  -1.40  -0.29
H  -3.29  0.18  0.36

Highest occupied orbital energy in eV: -8.6
Net charge: 0
Spin multiplicity: 1
SMILES: C=COC=C
E_LUMO in eV: 1.20


(2)
DFT (the ωB97M-V functional and the def2-TZVPD basis) results for the molecule C4H6O at a distorted geometry.

Element x y z (Å)
C  -1.73  -0.15  0.19
C  -0.35  0.19  -0.29
C  0.77  -0.35  0.22
C  2.05  0.25  -0.18
O  2.09  1.24  -0.91
H  -2.23  -0.80  -0.54
H  -1.71  -0.65  1.16
H  -2.31  0.76  0.29
H  -0.31  0.83  -1.18
H  0.77  -1.06  1.04
H  2.96  -0.25  0.19

Highest occupied orbital energy in eV: -9.8
Net charge: 0
Spin multiplicity: 1
SMILES: C/C=C/C=O
E_LUMO in eV: 0.22


(3)
DFT (the ωB97M-V functional and the def2-TZVPD basis) results for the molecule C4H6O2.

Element x y z (Å)
O  2.45  -0.32  -0.97
C  2.05  0.33  -0.03
C  0.60  0.36  0.30
C  -0.26  -0.61  -0.32
C  -1.70  0.05  0.09
O  -1.48  0.15  1.39
H  2.74  0.96  0.56
H  0.20  1.25  0.79
H  -0.41  -1.49  0.30
H  0.09  -0.92  -1.31
H  -2.46  -0.68  -0.25
H  -1.87  1.01  -0.44

Highest occupied orbital energy (spin up / spin down) in eV: -9.3 / -9.3
Net charge: 0
Spin multiplicity: 1
E_LUMO (spin up / spin down) in eV: -2.48 / -2.48


(4)
DFT (the ωB97M-V functional and the def2-TZVPD basis) results for a cluster of 2 separate species, C4H6O2 in total.

Element x y z (Å)
O  2.07  -1.30  0.58
C  1.08  -1.97  0.03
C  -1.15  -0.06  0.20
C  -1.52  1.36  0.13
O  -2.37  2.19  0.22
C  -0.10  1.05  -0.12
H  2.56  -0.70  -0.01
H  1.07  -1.68  -1.06
H  -1.07  -0.55  1.17
H  -1.47  -0.72  -0.61
H  0.29  1.13  -1.14
H  0.62  1.28  0.67

Highest occupied orbital energy in eV: -9.1
Net charge: 0
Spin multiplicity: 1
E_LUMO in eV: 0.34


(5)
DFT (the ωB97M-V functional and the def2-TZVPD basis) results for the molecule C4H6O2.

Element x y z (Å)
C  0.31  0.48  -1.83
C  0.28  -0.32  -0.63
O  0.08  -1.58  -0.94
C  -0.55  0.20  0.55
C  0.02  -0.27  1.87
O  1.19  -0.52  2.03
H  1.36  -0.06  -0.29
H  -0.23  1.41  -2.00
H  0.85  0.04  -2.67
H  -0.55  1.30  0.57
H  -1.59  -0.14  0.44
H  -0.69  -0.33  2.72

Highest occupied orbital energy (spin up / spin down) in eV: -8.9 / -8.9
Net charge: 0
Spin multiplicity: 1
E_LUMO (spin up / spin down) in eV: -1.89 / -1.89


(6)
DFT (the ωB97M-V functional and the def2-TZVPD basis) results for the molecule C4H6O2 at a distorted geometry.

Element x y z (Å)
O  1.62  -0.95  0.46
C  1.22  0.33  0.09
C  -0.32  0.46  0.02
O  -0.73  1.74  0.54
C  -1.09  -0.42  -0.92
C  -1.01  -0.93  0.25
H  1.13  -1.54  -0.20
H  1.38  0.99  0.89
H  1.71  0.77  -0.78
H  -1.71  1.65  0.76
H  -1.03  -0.36  -1.98
H  -1.16  -1.75  0.87

Highest occupied orbital energy in eV: -9.3
Net charge: 0
Spin multiplicity: 1
SMILES: OCC1(O)C=C1
E_LUMO in eV: 0.86


(7)
DFT (the ωB97M-V functional and the def2-TZVPD basis) results for the molecule C4H6O2.

Element x y z (Å)
C  -0.93  0.94  0.47
O  -1.68  0.22  -0.52
C  -0.77  -0.89  -0.45
C  0.24  0.02  0.22
C  1.63  0.07  -0.21
O  1.26  -0.35  1.11
H  -0.88  2.02  0.28
H  -1.34  0.75  1.47
H  -1.14  -1.70  0.20
H  -0.54  -1.30  -1.44
H  1.84  -0.76  -0.88
H  2.27  0.95  -0.30

Highest occupied orbital energy in eV: -10.0
Net charge: 0
Spin multiplicity: 1
SMILES: C1OCC12CO2
E_LUMO in eV: 0.98


(8)
DFT (the ωB97M-V functional and the def2-TZVPD basis) results for a structure of composition C4H6O2 at a distorted geometry.

Element x y z (Å)
C  -2.00  -0.27  0.10
C  -0.63  -0.24  -0.26
C  0.12  1.04  -0.42
C  1.66  -0.74  0.23
H  -2.54  -1.15  0.44
H  -2.59  0.65  0.36
H  -0.12  1.89  0.31
H  0.06  1.51  -1.36
H  1.40  -0.87  1.56
H  2.85  -1.21  -0.19
O  1.48  0.69  -0.06
O  0.30  -1.28  -0.72

Highest occupied orbital energy in eV: -9.2
Net charge: 0
Spin multiplicity: 1
E_LUMO in eV: 0.63


(9)
DFT (the ωB97M-V functional and the def2-TZVPD basis) results for the molecule C4H6O2.

Element x y z (Å)
O  -0.08  -1.63  -2.04
C  -0.42  -0.96  -1.10
C  -0.10  0.50  -0.89
C  -0.09  0.80  0.61
C  0.62  -0.31  1.36
O  1.52  -0.95  0.87
H  -1.02  -1.40  -0.27
H  0.85  0.74  -1.38
H  -0.88  1.09  -1.39
H  0.46  1.73  0.83
H  -1.10  0.94  1.01
H  0.25  -0.55  2.38

Highest occupied orbital energy in eV: -9.9
Net charge: 0
Spin multiplicity: 1
SMILES: O=CCCC=O
E_LUMO in eV: 0.81


(10)
DFT (the ωB97M-V functional and the def2-TZVPD basis) results for the molecule C4H6O2.

Element x y z (Å)
C  0.23  -0.46  -1.53
C  0.51  -0.45  -0.07
O  1.32  -1.30  0.40
C  0.02  0.55  0.86
C  -1.23  1.02  0.88
O  1.48  -1.27  1.76
H  0.64  0.44  -2.00
H  0.64  -1.34  -2.03
H  -0.86  -0.43  -1.69
H  0.76  0.83  1.60
H  -2.01  0.64  0.22
H  -1.51  1.78  1.61

Highest occupied orbital energy (spin up / spin down) in eV: -8.8 / -8.8
Net charge: 0
Spin multiplicity: 1
E_LUMO (spin up / spin down) in eV: -0.26 / -0.26


(11)
DFT (the ωB97M-V functional and the def2-TZVPD basis) results for a structure of composition C4H6O2.

Element x y z (Å)
C  1.52  -0.44  0.11
C  0.02  -0.18  0.30
C  -1.00  1.06  0.28
O  -2.00  0.16  -0.26
C  -0.95  -0.58  -0.78
O  -0.87  -1.06  -1.87
H  2.15  0.14  0.79
H  1.71  -1.50  0.34
H  1.87  -0.28  -0.92
H  -0.30  -0.66  1.23
H  -0.84  1.83  -0.47
H  -1.30  1.50  1.24

Highest occupied orbital energy in eV: -10.6
Net charge: 0
Spin multiplicity: 1
E_LUMO in eV: 0.83


(12)
DFT (the ωB97M-V functional and the def2-TZVPD basis) results for a cluster of 2 separate species, C4H6O2 in total.

Element x y z (Å)
C  -0.94  -0.27  1.58
C  -0.19  -0.86  0.70
C  0.57  -1.17  -0.33
O  1.92  -0.93  -0.41
H  -1.25  0.76  1.36
H  -1.29  -0.72  2.51
H  0.20  -1.66  -1.22
H  2.18  -0.42  0.37
C  -0.30  1.32  -1.15
O  -0.86  2.03  -0.35
H  0.81  1.27  -1.22
H  -0.85  0.66  -1.85

Highest occupied orbital energy in eV: -9.2
Net charge: 0
Spin multiplicity: 1
SMILES: C=C=CO.C=O
E_LUMO in eV: 0.75


(13)
DFT (the ωB97M-V functional and the def2-TZVPD basis) results for the molecule C4H6O2.

Element x y z (Å)
C  0.39  -1.67  -0.84
C  0.52  -0.63  0.25
O  0.98  -0.85  1.35
C  0.13  0.80  -0.14
C  -0.74  1.59  0.81
O  0.55  1.23  -1.19
H  0.28  -2.66  -0.38
H  -0.47  -1.46  -1.49
H  1.28  -1.67  -1.47
H  -0.76  2.63  0.48
H  -1.77  1.19  0.78
H  -0.39  1.51  1.84

Highest occupied orbital energy in eV: -9.5
Net charge: 0
Spin multiplicity: 1
SMILES: CC(=O)C(C)=O
E_LUMO in eV: 0.27


(14)
DFT (the ωB97M-V functional and the def2-TZVPD basis) results for the molecule C4H6O2.

Element x y z (Å)
O  1.46  1.48  0.81
C  1.15  0.35  1.11
C  0.43  -0.60  0.22
C  0.26  -0.15  -1.22
C  -0.93  -0.23  -0.37
O  -1.55  0.96  -0.01
H  1.40  -0.06  2.11
H  0.56  -1.65  0.46
H  0.41  -0.88  -2.01
H  0.65  0.85  -1.39
H  -1.61  -1.07  -0.52
H  -2.03  0.77  0.81

Highest occupied orbital energy in eV: -9.8
Net charge: 0
Spin multiplicity: 1
SMILES: O=C[C@@H]1C[C@@H]1O
E_LUMO in eV: 0.71


(15)
DFT (the ωB97M-V functional and the def2-TZVPD basis) results for the molecule C4H6O2.

Element x y z (Å)
O  0.26  2.21  -1.06
C  0.43  1.02  -1.12
C  1.02  0.19  0.01
C  0.02  -0.84  0.59
C  -1.44  -0.62  0.23
O  -2.21  -1.53  0.04
H  0.14  0.45  -2.03
H  1.89  -0.34  -0.39
H  1.38  0.89  0.77
H  0.27  -1.87  0.30
H  0.07  -0.80  1.68
H  -1.77  0.43  0.18

Highest occupied orbital energy in eV: -10.0
Net charge: 0
Spin multiplicity: 1
SMILES: O=CCCC=O
E_LUMO in eV: 0.62


(16)
DFT (the ωB97M-V functional and the def2-TZVPD basis) results for a structure of composition C4H6O2 at a distorted geometry.

Element x y z (Å)
C  -1.50  -0.31  -0.20
C  -0.18  -0.41  0.49
O  0.82  -1.15  -0.31
C  1.57  -0.06  -0.43
C  0.77  0.83  0.39
O  0.62  1.63  -0.65
H  -2.14  0.35  0.39
H  -1.39  0.14  -1.19
H  -2.01  -1.27  -0.30
H  -0.24  -0.88  1.47
H  2.51  -0.16  -0.97
H  1.17  1.28  1.30

Highest occupied orbital energy (spin up / spin down) in eV: -9.0 / -9.0
Net charge: 0
Spin multiplicity: 1
E_LUMO (spin up / spin down) in eV: 0.49 / 0.49


(17)
DFT (the ωB97M-V functional and the def2-TZVPD basis) results for the molecule C4H6O2.

Element x y z (Å)
C  0.81  0.54  -1.14
C  0.32  0.35  1.98
O  -0.75  0.44  1.23
C  -0.96  -0.68  0.35
C  -0.02  -0.68  -0.86
O  -0.01  -1.67  -1.56
H  1.65  0.57  -0.42
H  1.21  0.48  -2.15
H  0.23  1.46  -1.00
H  0.27  1.31  2.55
H  -1.99  -0.59  -0.01
H  -0.83  -1.61  0.90

Highest occupied orbital energy in eV: -9.1
Net charge: 0
Spin multiplicity: 1
E_LUMO in eV: 0.35


(18)
DFT (the ωB97M-V functional and the def2-TZVPD basis) results for the molecule C4H6O2 at a distorted geometry.

Element x y z (Å)
C  -0.47  1.65  -0.07
O  -1.42  0.65  0.25
C  -0.14  0.49  0.80
C  0.65  -0.66  0.23
C  0.02  -1.73  -0.57
O  0.72  -0.66  -1.19
H  0.05  1.66  -1.00
H  -0.73  2.61  0.40
H  0.17  1.08  1.64
H  1.59  -0.90  0.73
H  -1.06  -1.73  -0.71
H  0.51  -2.70  -0.65

Highest occupied orbital energy in eV: -10.0
Net charge: 0
Spin multiplicity: 1
SMILES: C1O[C@H]1[C@H]1CO1
E_LUMO in eV: 1.14


(19)
DFT (the ωB97M-V functional and the def2-TZVPD basis) results for a cluster of 3 separate species, C4H6O2 in total at a distorted geometry.

Element x y z (Å)
O  -1.58  -1.77  -2.01
C  -0.83  -1.10  -1.46
C  0.12  1.11  -0.70
C  0.04  1.19  0.64
C  0.50  -1.08  0.93
O  -0.44  -1.70  0.44
H  1.06  1.25  -1.23
H  -0.74  1.11  -1.33
H  0.79  1.79  1.15
H  -0.92  1.12  1.14
H  0.52  -0.93  2.01
H  1.48  -1.00  0.42

Highest occupied orbital energy in eV: -9.4
Net charge: 0
Spin multiplicity: 1
E_LUMO in eV: 0.43


(20)
DFT (the ωB97M-V functional and the def2-TZVPD basis) results for a structure of composition C4H6O2.

Element x y z (Å)
O  1.04  1.76  1.05
C  0.27  1.09  0.29
C  -1.01  1.18  -0.17
C  -0.59  -1.59  -0.12
O  0.40  -1.34  -0.81
C  1.27  0.04  0.02
H  -1.34  0.60  -1.02
H  -1.66  1.98  0.18
H  -0.64  -1.37  0.95
H  -1.46  -2.09  -0.58
H  2.07  0.29  -0.68
H  1.60  -0.52  0.89

Highest occupied orbital energy (spin up / spin down) in eV: -7.9 / -7.9
Net charge: 0
Spin multiplicity: 1
E_LUMO (spin up / spin down) in eV: -0.64 / -0.64


Energy (eV)
-6290.4681 -6291.6409 -8335.0871 -8335.0118 -8335.2610 -8336.4301 -8337.4094 -8334.9816 -8339.2848 -8335.3064 -8339.1254 -8337.1127 -8339.8122 -8338.7132 -8339.2191 -8336.4251 -8336.8442 -8336.8248 -8336.5177 -8335.6789
Relative energy (zero: lowest compared OMol25 entry of this formula, charge and spin) (kcal per mole)
33.4 6.4 123.9 125.7 119.9 93.0 70.4 126.4 27.1 118.9 30.8 77.2 15.0 40.3 28.6 93.1 83.4 83.9 90.9 110.3